C28H19CeN4O2 | ωB97M-V/def2-TZVPD

Calculated values
HOMO-LUMO gap (spin up / spin down) (eV): 6.92 / 6.94
HOMO level (spin up / spin down) (eV): -7.43 / -7.43
Multiplicity: 2

Last column: Löwdin spin population.
Geometry (Å):
Ce -0.2451 0.4577 0.4801  1.018
O 2.3271 4.1954 0.3714  -0.001
C 1.8307 3.0775 0.3899  0.000
N 0.5259 2.7024 0.3863  -0.004
C -0.5373 3.6724 0.3851  0.000
C -0.2911 5.0498 0.3799  0.000
C -1.3116 5.9871 0.3904  0.000
C -2.6225 5.5630 0.4079  0.000
C -2.9006 4.2055 0.4121  0.000
C -1.8947 3.2327 0.3959  0.000
N -2.1865 1.8244 0.3850  -0.004
C -3.4618 1.3613 0.4095  0.000
O -4.5198 1.9724 0.4713  0.000
C -3.5913 -0.1599 0.3501  0.000
C -4.8648 -0.7060 0.4221  0.000
C -5.0136 -2.0784 0.3537  0.000
C -3.8837 -2.8711 0.2129  0.000
C -2.6505 -2.2547 0.1541  0.000
N -2.5003 -0.9250 0.2222  -0.001
C 2.8303 1.9233 0.4218  0.000
C 4.1799 2.2370 0.3494  0.000
C 5.1115 1.2172 0.3875  0.001
C 4.6682 -0.0919 0.5031  0.000
C 3.3094 -0.3240 0.5690  0.000
N 2.4004 0.6599 0.5258  -0.001
H 0.7283 5.3875 0.3671  0.000
H -1.0635 7.0414 0.3844  0.000
H -3.4411 6.2722 0.4174  0.000
H -3.9248 3.8818 0.4225  0.000
H -5.7000 -0.0302 0.5242  0.000
H -5.9975 -2.5274 0.4066  0.000
H -3.9490 -3.9485 0.1507  0.000
H -1.7416 -2.8319 0.0510  0.000
H 4.4536 3.2778 0.2684  0.000
H 6.1702 1.4373 0.3317  0.000
H 5.3569 -0.9245 0.5408  0.000
H 2.9198 -1.3283 0.6630  0.000
C 1.8261 -3.5013 -3.1746  0.000
C 1.3445 -2.1767 -3.0815  0.000
C 0.9042 -1.7044 -1.8793  0.000
C 0.9428 -2.4886 -0.6921  -0.001
C 0.5280 -1.9278 0.5608  -0.005
C 0.6166 -2.7693 1.6477  -0.001
C 1.0797 -4.1065 1.5617  0.000
C 1.4719 -4.6226 0.3607  0.000
C 1.4179 -3.8202 -0.8068  0.000
C 1.8522 -4.3016 -2.0684  0.000
H 2.1674 -3.8787 -4.1302  0.000
H 1.3120 -1.5524 -3.9657  0.000
H 0.5203 -0.6897 -1.8334  0.000
H 0.3205 -2.4145 2.6343  0.000
H 1.1246 -4.7190 2.4554  0.000
H 1.8343 -5.6420 0.2862  0.000
H 2.2173 -5.3205 -2.1397  0.000


C4H8N2 | ωB97M-V/def2-TZVPD

Calculated values
HOMO-LUMO gap (spin up / spin down) (eV): 8.22 / 6.74
HOMO level (spin up / spin down) (eV): -8.02 / -6.68

Last column: natural (NBO) charge in e.
Geometry (Å):
C -0.7768 -1.1498 0.4394  -0.442
N 0.2859 -0.1711 0.2667  -0.328
C 0.7753 0.5096 1.4587  -0.400
C 0.5464 0.3052 -0.9295  0.027
C -0.4171 0.4464 -2.0702  -0.127
N -1.6400 0.2154 -1.9612  -0.380
H -0.9932 -1.2701 1.5027  0.202
H -0.4665 -2.1098 0.0182  0.212
H -1.6420 -0.7888 -0.1497  0.263
H -0.0600 1.0625 1.9065  0.204
H 1.5512 1.2244 1.1779  0.212
H 1.1697 -0.1992 2.1899  0.205
H 1.4079 0.9759 -0.9635  0.182
H 0.0867 1.0208 -2.8767  0.172


C22H28N2O2 | ωB97M-V/def2-TZVPD

Calculated values
HOMO-LUMO gap (eV): 9.32
HOMO level (eV): -8.62
SMILES: O=C1CCN(CCc2ccccc2)CCN1[C@H](CO)Cc1ccccc1

Last column: natural (NBO) charge in e.
Geometry (Å):
O -2.2456 -1.6969 -1.7680  -0.677
C -1.3287 -1.3663 -1.0276  0.710
C 0.1027 -1.4903 -1.5071  -0.506
C 0.9444 -2.4997 -0.7176  -0.200
N 1.4965 -1.8906 0.4683  -0.471
C 2.7251 -2.4658 0.9746  -0.195
C 3.6234 -1.3600 1.5610  -0.431
C 3.6862 -0.2105 0.5957  -0.004
C 4.4524 -0.3005 -0.5593  -0.178
C 4.4501 0.7228 -1.4899  -0.219
C 3.6762 1.8516 -1.2799  -0.230
C 2.9166 1.9557 -0.1277  -0.197
C 2.9251 0.9316 0.8029  -0.221
C 0.4948 -1.6307 1.4734  -0.218
C -0.4147 -0.4720 1.0455  -0.224
N -1.5280 -0.8961 0.2210  -0.455
C -2.8801 -0.6052 0.7077  -0.042
C -3.8281 -1.8297 0.6693  -0.060
O -4.5716 -1.9694 -0.4971  -0.738
C -3.4756 0.6013 -0.0432  -0.447
C -2.5211 1.7571 0.0164  -0.020
C -1.6213 1.9806 -1.0186  -0.220
C -0.6856 2.9967 -0.9342  -0.206
C -0.6406 3.8068 0.1875  -0.230
C -1.5385 3.5985 1.2209  -0.223
C -2.4694 2.5788 1.1360  -0.171
H 0.6022 -0.5203 -1.4729  0.236
H 0.0408 -1.8154 -2.5471  0.241
H 1.7738 -2.8150 -1.3540  0.209
H 0.3325 -3.3916 -0.4886  0.169
H 2.5476 -3.2465 1.7325  0.176
H 3.2519 -2.9270 0.1373  0.198
H 3.2243 -1.0184 2.5169  0.204
H 4.6178 -1.7746 1.7361  0.219
H 5.0571 -1.1800 -0.7306  0.199
H 5.0512 0.6389 -2.3838  0.212
H 3.6693 2.6479 -2.0097  0.212
H 2.3115 2.8335 0.0471  0.213
H 2.3329 1.0233 1.7022  0.206
H 1.0013 -1.3452 2.3959  0.203
H -0.1262 -2.5211 1.6850  0.173
H -0.8223 0.0088 1.9351  0.217
H 0.1957 0.2680 0.5182  0.224
H -2.7643 -0.3369 1.7621  0.203
H -4.5584 -1.7218 1.4770  0.179
H -3.2255 -2.7310 0.8703  0.160
H -3.9281 -1.9854 -1.2342  0.501
H -3.6626 0.3158 -1.0780  0.240
H -4.4291 0.8529 0.4228  0.225
H -1.6570 1.3531 -1.8978  0.217
H 0.0085 3.1564 -1.7466  0.215
H 0.0855 4.6040 0.2544  0.213
H -1.5128 4.2328 2.0951  0.212
H -3.1690 2.4203 1.9452  0.200


C4H7N | ωB97M-V/def2-TZVPD

Calculated values
HOMO-LUMO gap (eV): 8.42
HOMO level (eV): -8.02

Last column: natural (NBO) charge in e.
Geometry (Å):
C -1.5320 0.0794 -0.1555  -0.597
C -0.2338 0.8092 0.1966  -0.417
C 0.8634 -0.1280 0.6203  -0.423
C 1.9133 -0.4660 -0.2010  0.027
N 2.7738 -0.8378 -0.9705  -0.371
H -2.3317 0.7814 -0.4120  0.210
H -1.3766 -0.5901 -1.0090  0.200
H -1.8718 -0.5316 0.6879  0.204
H 0.0979 1.4192 -0.6511  0.212
H -0.4247 1.5117 1.0186  0.215
H 0.7734 -0.6823 1.5483  0.237
H 1.3488 -1.3650 -0.6726  0.503


C18H9Cl5N2O5Pt | ωB97M-V/def2-TZVPD

Calculated values
HOMO-LUMO gap (spin up / spin down) (eV): 4.82 / 4.86
HOMO level (spin up / spin down) (eV): -3.01 / -5.79
Multiplicity: 4
Total charge: -1

Last column: natural (NBO) charge in e.
Geometry (Å):
Pt -14.9691 -4.0841 3.2990  0.958
Cl -12.6565 -4.5228 2.6632  -0.606
C -15.2439 -3.8396 1.3505  -0.120
C -16.0044 -4.8406 1.7356  -0.211
C -16.8099 -5.5756 0.8449  -0.099
Cl -17.5774 -6.9225 1.5421  0.052
C -16.8065 -5.1493 -0.4892  -0.126
Cl -17.9939 -5.7992 -1.5094  0.048
C -15.8623 -4.2096 -0.9069  -0.075
Cl -15.7719 -3.9845 -2.6320  0.014
C -14.9583 -3.5736 -0.0023  -0.089
Cl -13.6806 -2.5601 -0.5959  0.022
O -14.7050 -7.7518 4.6724  -0.626
C -15.1734 -6.6540 5.0610  0.752
O -14.6642 -5.4784 5.0016  -0.775
C -16.5501 -6.7505 5.7853  0.051
C -17.5336 -5.8014 5.6792  -0.213
C -18.8575 -6.2138 5.8739  -0.229
C -19.1034 -7.5040 6.2772  -0.126
C -18.0380 -8.3983 6.5279  0.014
C -16.7477 -8.0456 6.3585  -0.184
N -18.3405 -9.8365 6.6726  0.438
O -17.3848 -10.6268 6.7920  -0.496
O -19.5371 -10.1491 6.7870  -0.510
H -17.3166 -4.7527 5.4168  0.236
H -19.6661 -5.4730 5.6821  0.220
H -20.0698 -7.8546 6.4838  0.237
H -15.8556 -8.7145 6.5021  0.293
O -14.4801 -2.9287 4.9994  -0.613
N -13.1452 -2.8165 5.1873  0.036
C -12.5258 -3.7792 5.9399  0.058
C -11.1771 -3.5789 6.2530  -0.224
C -10.4782 -2.5208 5.6915  -0.174
C -11.1874 -1.6323 4.8738  -0.235
C -12.5071 -1.8476 4.5342  0.063
H -13.1586 -4.6685 6.2488  0.299
H -10.7596 -4.2363 6.9679  0.226
H -9.3902 -2.3679 5.8027  0.228
H -10.6836 -0.7928 4.3352  0.227
H -13.1179 -1.2110 3.8523  0.255


C3H6N3 | ωB97M-V/def2-TZVPD

Calculated values
HOMO-LUMO gap (eV): 11.01
HOMO level (eV): -15.64
SMILES: [NH2+]=C1C=NCN1
Total charge: +1

Last column: natural (NBO) charge in e.
Geometry (Å):
N 0.0269 -1.9349 0.3552  -0.698
C -0.0682 -0.6299 0.0970  0.482
C -0.9805 0.0360 -0.9852  0.057
N -0.7289 1.2784 -0.9416  -0.252
C 0.2993 1.5934 0.0193  -0.089
N 0.7678 0.2841 0.4926  -0.522
H -0.6055 -2.5220 -0.0809  0.416
H 0.6260 -2.4285 0.9223  0.427
H -1.7001 -0.4523 -1.5223  0.234
H 0.9847 2.1976 -0.3969  0.238
H -0.1360 2.1121 0.8414  0.240
H 1.5144 0.4661 1.1992  0.468